No. 1
29
Properties=species:S:1:pos:R:3 method="wB97M-V/def2-TZVPD" lumo_energy_ev=0.308 orbital_gap_ev=9.628 e_above_lowest_kj_mol=107.0 e_tot_ev=-16183.1570 homo_ha=-0.3425 smiles=C[C@H](O)CCN.O.O.O.O multiplicity=1
C -2.045 2.367 -1.011
C -1.132 1.282 -0.413
O -1.710 0.143 -1.160
C -1.349 1.024 1.091
C -0.031 0.418 1.631
N -0.019 -1.032 1.787
H -3.078 2.051 -0.873
H -1.857 2.428 -2.084
H -1.812 3.346 -0.578
H -0.088 1.444 -0.633
H -1.025 -0.526 -1.209
H -1.869 1.860 1.551
H -2.146 0.257 1.223
H 0.768 0.646 0.923
H 0.178 0.805 2.628
H -0.173 -1.563 0.943
H -0.610 -1.323 2.553
O -0.333 -2.743 -0.760
H -1.185 -3.058 -1.093
H 0.065 -2.911 -1.624
O 2.834 -0.668 2.194
H 1.916 -0.989 2.240
H 2.867 0.276 2.087
O 0.880 0.085 -2.598
H 1.225 -0.295 -1.758
H 1.546 -0.063 -3.275
O 2.606 -0.802 -0.754
H 2.150 -1.231 -0.025
H 3.428 -1.228 -1.002



No. 2
101
Properties=species:S:1:pos:R:3 method="wB97M-V/def2-TZVPD" lumo_energy_ev="-4.309 / -6.827" orbital_gap_ev="8.954 / 6.828" e_above_lowest_kj_mol=28.7 e_tot_ev=-141452.8359 charge=+2 homo_ha="-0.4874 / -0.5018" multiplicity=6
Fe -0.618 0.536 -0.647
C -2.209 -1.652 1.366
C -1.202 -1.097 2.372
P -0.776 0.623 1.948
C -2.294 1.592 2.181
C -2.345 2.865 1.614
C -3.432 3.694 1.843
C -4.485 3.249 2.628
C -4.443 1.983 3.200
C -3.347 1.160 2.988
C 0.267 1.227 3.304
C 0.602 2.579 3.335
C 1.353 3.082 4.385
C 1.775 2.240 5.405
C 1.453 0.890 5.370
C 0.707 0.378 4.318
P -1.434 -1.797 -0.278
C -0.210 -3.127 -0.148
C 0.755 -3.293 -1.143
C 1.599 -4.393 -1.115
C 1.510 -5.317 -0.086
C 0.569 -5.144 0.921
C -0.292 -4.059 0.889
C -2.739 -2.396 -1.373
C -2.435 -3.267 -2.418
C -3.444 -3.736 -3.245
C -4.759 -3.346 -3.033
C -5.066 -2.476 -1.995
C -4.059 -1.988 -1.176
H -3.049 -0.963 1.263
H -2.621 -2.612 1.677
H -0.274 -1.676 2.356
H -1.588 -1.128 3.392
H -1.529 3.220 0.992
H -3.458 4.683 1.406
H -5.339 3.891 2.800
H -5.258 1.642 3.823
H -3.319 0.192 3.471
H 0.283 3.246 2.543
H 1.607 4.134 4.407
H 2.352 2.636 6.230
H 1.781 0.232 6.165
H 0.477 -0.679 4.303
H 0.832 -2.575 -1.949
H 2.328 -4.526 -1.904
H 2.171 -6.174 -0.067
H 0.493 -5.864 1.725
H -1.036 -3.969 1.668
H -1.417 -3.594 -2.582
H -3.204 -4.420 -4.048
H -5.545 -3.728 -3.670
H -6.094 -2.189 -1.815
H -4.314 -1.306 -0.375
O 0.073 1.695 -2.423
S 0.448 0.515 -3.267
O 0.000 0.572 -4.622
O -0.050 -0.642 -2.476
C 2.195 0.480 -3.243
C 2.878 0.422 -4.448
C 4.265 0.487 -4.432
C 4.939 0.628 -3.230
C 4.241 0.675 -2.030
C 2.855 0.588 -2.017
P 1.972 0.583 -0.421
C 2.404 2.156 0.380
C 1.618 3.269 0.066
C 1.900 4.504 0.629
C 2.963 4.637 1.512
C 3.750 3.537 1.824
C 3.474 2.298 1.261
C 2.788 -0.745 0.507
C 3.481 -1.773 -0.129
C 4.030 -2.809 0.614
C 3.883 -2.839 1.992
C 3.186 -1.821 2.634
C 2.644 -0.784 1.894
H 2.326 0.351 -5.374
H 4.816 0.444 -5.361
H 6.019 0.701 -3.222
H 4.784 0.778 -1.098
H 0.802 3.179 -0.644
H 1.296 5.365 0.371
H 3.185 5.601 1.950
H 4.585 3.642 2.504
H 4.097 1.450 1.513
H 3.596 -1.775 -1.206
H 4.577 -3.596 0.110
H 4.319 -3.645 2.566
H 3.084 -1.823 3.712
H 2.152 0.027 2.406
C -2.713 1.897 -5.122
N -2.469 1.933 -3.683
C -3.187 1.318 -2.775
N -4.288 0.657 -3.115
S -2.803 1.417 -1.065
H -2.178 2.725 -5.575
H -3.773 2.027 -5.337
H -2.348 0.964 -5.550
H -1.605 2.350 -3.354
H -4.634 0.641 -4.060
H -4.859 0.257 -2.391



No. 3
63
Properties=species:S:1:pos:R:3 method="wB97M-V/def2-TZVPD" lumo_energy_ev=-7.503 orbital_gap_ev=6.518 e_above_lowest_kj_mol=0.0 e_tot_ev=-159243.7649 charge=+2 homo_ha=-0.5153 multiplicity=1
Re 0.473 0.443 -0.664
C -3.592 -1.158 0.190
C -2.335 -0.766 -0.526
N -1.293 -0.316 0.155
N -1.452 -0.310 1.532
C -0.349 -0.361 2.173
S 1.181 -0.447 1.329
S -0.266 -0.182 3.902
C -1.913 0.491 4.210
C -2.090 1.965 3.920
C -1.273 2.687 2.944
C -1.505 4.124 2.753
C -2.540 4.788 3.525
C -3.264 4.071 4.397
C -3.024 2.662 4.599
C -2.304 -0.896 -1.959
C -3.513 -1.138 -2.653
C -3.539 -1.350 -4.005
C -2.343 -1.365 -4.731
C -1.145 -1.148 -4.093
C -1.110 -0.900 -2.718
O 0.095 -0.700 -2.184
H -3.452 -1.188 1.260
H -3.929 -2.130 -0.164
H -4.377 -0.434 -0.040
H -2.090 0.311 5.271
H -2.634 -0.107 3.656
H -0.287 2.303 2.706
H -0.685 4.728 2.376
H -2.683 5.851 3.391
H -4.026 4.549 4.997
H -3.610 2.160 5.360
H -4.449 -1.143 -2.116
H -4.482 -1.513 -4.507
H -2.360 -1.545 -5.798
H -0.210 -1.150 -4.635
S -0.426 5.586 -0.674
As -0.376 3.612 -0.273
S -0.879 2.013 -1.714
S 1.303 2.472 0.472
S -2.136 3.075 1.261
C 4.604 -0.215 -5.299
C 4.910 -0.549 -3.849
N 4.034 0.189 -2.917
C 4.320 1.633 -2.788
C 3.234 2.525 -3.373
C 3.043 -0.376 -2.270
C 2.739 -1.826 -2.478
N 2.357 0.339 -1.350
H 5.263 -0.786 -5.951
H 4.765 0.841 -5.511
H 3.572 -0.467 -5.550
H 5.934 -0.277 -3.593
H 4.810 -1.614 -3.666
H 5.262 1.802 -3.305
H 4.512 1.870 -1.737
H 3.078 2.299 -4.427
H 3.543 3.566 -3.292
H 2.283 2.417 -2.851
H 3.598 -2.414 -2.149
H 2.558 -2.053 -3.528
H 1.878 -2.120 -1.893
H 2.942 1.072 -0.961



No. 4
89
Properties=species:S:1:pos:R:3 method="wB97M-V/def2-TZVPD" lumo_energy_ev="4.174 / 4.173" orbital_gap_ev="4.550 / 5.588" e_tot_ev=-73933.0794 charge=-2 homo_ha="-0.0138 / -0.0520" multiplicity=2
Hg 0.952 1.000 -0.864
C 2.208 0.269 3.597
C 1.537 -0.198 2.454
N 2.323 -0.135 1.392
N 3.496 0.362 1.803
C 3.457 0.620 3.127
B 4.729 0.477 0.883
N 4.571 1.622 -0.146
C 5.229 2.799 -0.139
C 4.872 3.498 -1.275
C 3.969 2.642 -1.928
N 3.800 1.526 -1.235
N 4.963 -0.862 0.143
C 6.073 -1.628 0.238
C 5.910 -2.724 -0.582
C 4.635 -2.528 -1.147
N 4.085 -1.410 -0.705
H 1.826 0.351 4.602
H 0.529 -0.571 2.363
H 4.310 1.044 3.633
H 5.699 0.703 1.565
H 5.896 3.060 0.666
H 5.214 4.469 -1.591
H 3.447 2.786 -2.862
H 6.896 -1.350 0.877
H 6.608 -3.528 -0.753
H 4.099 -3.156 -1.842
F -0.070 2.277 -4.351
C -0.126 1.054 -3.679
F -1.454 0.642 -3.883
C 0.704 0.114 -4.517
F 0.315 -0.001 -5.845
F 0.665 -1.144 -4.044
F 1.988 0.504 -4.571
C 0.151 4.656 0.313
C 0.480 3.663 1.456
C -0.139 4.209 2.774
C 2.016 3.659 1.636
O -0.019 2.425 1.198
H 0.618 5.636 0.465
H -0.932 4.787 0.220
H 0.523 4.223 -0.618
H 0.152 5.250 2.962
H 0.203 3.586 3.604
H -1.228 4.140 2.719
H 2.401 4.675 1.787
H 2.478 3.228 0.743
H 2.295 3.045 2.495
O -0.726 -1.403 -0.715
P -2.095 -1.573 -0.222
N -2.122 -2.395 1.223
C -1.127 -3.456 1.398
C -1.483 -4.051 2.757
C -3.010 -3.919 2.793
C -3.255 -2.565 2.122
N -2.958 -2.466 -1.351
C -4.396 -2.708 -1.322
C -4.764 -3.087 -2.768
C -3.423 -3.469 -3.405
C -2.459 -2.499 -2.735
N -3.076 -0.257 0.121
C -3.283 0.595 -1.067
C -3.961 1.825 -0.477
C -3.222 2.023 0.857
C -2.580 0.661 1.177
H -0.121 -3.038 1.351
H -1.212 -4.218 0.610
H -1.036 -3.453 3.554
H -1.148 -5.084 2.859
H -3.414 -3.955 3.805
H -3.462 -4.723 2.206
H -3.262 -1.769 2.876
H -4.208 -2.522 1.589
H -4.964 -1.836 -0.980
H -4.616 -3.539 -0.639
H -5.178 -2.221 -3.288
H -5.498 -3.894 -2.805
H -3.426 -3.359 -4.490
H -3.162 -4.499 -3.150
H -2.508 -1.517 -3.218
H -1.421 -2.821 -2.741
H -3.894 0.073 -1.808
H -2.330 0.880 -1.531
H -5.023 1.619 -0.310
H -3.870 2.689 -1.136
H -3.898 2.356 1.647
H -2.408 2.740 0.758
H -2.864 0.280 2.160
H -1.494 0.787 1.152